No. 1
Below is a cluster of 5 separate species, C34H72BN7O9S2 in total, with properties calculated with the ωB97M-V functional and the def2-TZVPD basis.

Calculated values
Frontier orbital gap: 8.0 eV
HOMO energy: -8.19 eV
SMILES string: CCN(CC)C(=S)SCCC[C@]1(CCCCCOC)C(=O)N[C@@H](C[C@H](C)O)[C@@]1(CN)B(O)O.CN(C)C=O.CN(C)C=O.CN(C)C=O.CN(C)C=O
Net charge: 0

Each line ends with the Löwdin charge.
Geometry (Å):
S  0.58  4.07  0.67  0.7726
S  -2.21  4.11  -0.37  0.8645
O  -1.39  -3.56  -7.46  -0.1793
O  0.71  -4.11  7.47  0.0011
O  6.42  0.46  0.99  0.0070
O  1.75  -1.74  -3.30  0.1743
O  -7.43  0.30  -0.94  -0.0015
O  -3.68  -0.95  4.38  -0.0135
O  0.69  0.86  -0.93  0.0864
O  5.11  2.40  -2.22  -0.0321
O  3.40  -1.14  -4.90  0.1411
N  2.35  -2.83  8.36  -0.1964
N  2.57  1.04  -2.27  0.1395
N  -1.52  3.49  2.22  -0.2203
N  4.32  0.21  1.80  -0.1911
N  2.00  0.37  -6.88  0.0380
N  -6.42  0.08  1.07  -0.1960
N  -2.70  -2.79  5.28  -0.1874
C  -0.68  -0.19  -3.30  -0.1199
C  0.41  0.92  -3.37  -0.2697
C  -1.00  3.86  0.94  -1.0548
C  -2.83  -3.53  4.04  -0.0366
C  1.17  0.92  -2.04  -0.3972
C  -0.74  2.41  2.80  -0.2724
C  -2.44  4.68  4.23  -0.0809
C  -7.55  -0.64  1.61  -0.0435
C  -1.72  2.73  -1.47  -0.4761
C  3.35  0.48  2.84  -0.0524
C  1.08  -3.10  8.03  -0.3503
C  3.91  -0.57  0.64  -0.0290
C  -1.09  -0.79  -4.64  -0.1859
C  2.62  1.56  -3.67  -0.2311
C  -2.72  -2.49  -5.69  -0.1643
C  -0.32  2.26  -3.64  -0.1101
C  -1.78  -3.63  -6.10  -0.2201
C  2.74  -1.60  9.02  -0.0555
C  -6.48  0.49  -0.20  -0.3656
C  -5.27  0.33  1.93  -0.0533
C  -0.57  3.12  -2.40  -0.2645
C  5.22  1.63  -3.42  -0.4116
C  1.58  0.63  -4.36  -0.1901
C  1.37  1.15  -5.80  -0.1744
C  4.00  1.79  -4.32  -0.0771
C  -2.29  -1.73  -4.43  -0.2007
C  3.37  -3.82  8.04  -0.0363
C  5.62  0.19  -3.14  -0.0352
C  -3.15  -1.53  5.32  -0.3500
C  -0.31  -2.70  -7.70  -0.1230
C  5.58  0.65  1.85  -0.3601
C  -1.52  1.56  3.83  -0.0717
C  -2.07  -3.43  6.43  -0.0494
C  -1.52  4.73  3.01  -0.2626
B  2.25  -0.81  -4.20  -0.6244
H  -5.58  0.92  2.79  0.0914
H  -3.69  -2.92  -5.49  0.1072
H  2.18  2.55  -3.59  0.1423
H  5.70  -0.31  -4.10  0.0791
H  3.20  -1.82  9.99  0.0904
H  -4.84  -0.61  2.28  0.0677
H  -2.41  -4.53  4.17  0.0868
H  6.06  2.05  -3.98  0.1359
H  2.83  1.81  -1.67  0.1373
H  1.68  -2.62  -3.67  0.1137
H  4.34  -3.46  8.37  0.0860
H  0.34  3.25  -1.83  0.0425
H  0.22  2.89  -4.34  0.1100
H  -2.09  -2.42  -3.62  0.1202
H  0.11  -2.93  -8.67  0.0907
H  -1.06  -3.73  6.19  0.0629
H  3.81  1.08  3.63  0.0814
H  4.11  1.19  -5.22  0.1138
H  1.75  2.17  -5.85  0.1183
H  -2.84  -1.79  -6.51  0.1157
H  -0.39  1.75  2.01  0.0936
H  1.30  -0.10  -7.44  0.0536
H  -7.74  -1.55  1.04  0.0905
H  0.16  2.77  3.31  0.0946
H  3.19  -1.82  -5.55  0.1067
H  -2.02  4.01  4.98  0.0626
H  -0.28  -1.39  -5.07  0.0923
H  -5.57  1.03  -0.53  0.1290
H  -1.41  -0.01  -5.32  0.1154
H  0.38  -2.29  8.31  0.1322
H  5.80  1.24  2.76  0.1319
H  -0.95  1.49  4.75  0.0685
H  -4.51  0.88  1.38  0.0810
H  5.12  1.78  -1.49  0.0633
H  3.40  -4.00  6.97  0.0932
H  -0.89  -3.65  -5.45  0.1108
H  -8.45  -0.03  1.56  0.0910
H  3.15  -4.76  8.54  0.0935
H  -1.47  1.87  -0.86  0.0645
H  2.86  -0.85  0.73  0.0897
H  -3.88  -3.62  3.76  0.0916
H  2.50  1.04  2.44  0.0825
H  0.31  1.24  -6.02  0.1056
H  -2.04  -2.74  7.27  0.0791
H  -0.82  4.12  -2.76  0.1046
H  -3.13  -1.11  -4.13  0.1146
H  -3.01  -1.05  6.30  0.1351
H  4.05  0.02  -0.26  0.0594
H  6.59  0.13  -2.66  0.0883
H  3.45  -1.05  8.41  0.0900
H  -1.73  0.57  3.45  0.0536
H  -2.58  2.45  -2.07  0.0759
H  -2.48  2.01  4.08  0.0572
H  -7.35  -0.90  2.65  0.0844
H  -3.42  4.33  3.96  0.0786
H  0.47  -2.82  -6.95  0.0775
H  2.48  0.99  -7.51  0.0737
H  4.52  -1.47  0.56  0.0967
H  -2.30  -3.02  3.23  0.0918
H  -0.50  4.96  3.34  0.1104
H  1.86  -0.98  9.19  0.0822
H  -1.28  2.04  -4.11  0.1203
H  -2.48  5.67  4.68  0.0734
H  4.85  -0.35  -2.59  0.0709
H  -0.65  -1.66  -7.67  0.0785
H  -1.59  0.20  -2.85  0.1161
H  -2.28  -4.58  -5.99  0.1199
H  -1.83  5.55  2.37  0.1111
H  -2.64  -4.31  6.71  0.0956
H  4.01  2.83  -4.64  0.1205
H  -0.35  -0.99  -2.64  0.1144
H  2.98  -0.45  3.28  0.0883



No. 2
Below is a cluster of 6 separate species, C34H72F4N5O18PS in total, with properties calculated with the ωB97M-V functional and the def2-TZVPD basis.

Calculated values
Frontier orbital gap: 8.9 eV
HOMO energy: -8.76 eV
SMILES string: CP(C)[C@@](CCO)(O[C@@](C)(N)[C@H](CC(N)(N)N)N(S)CCO)C(F)(F)C(F)F.CCOC(=O)OC.CCOC(=O)OC.CCOC(=O)OC.CCOC(=O)OC.CCOC(=O)OC
Net charge: 0

Each line ends with the Löwdin charge.
Geometry (Å):
S  2.01  1.78  6.76  0.8382
P  0.10  -2.89  1.53  1.0242
F  -0.79  -0.72  -0.29  0.0749
F  1.79  1.03  0.13  0.0804
F  1.64  -1.02  -0.61  0.0533
F  -0.54  1.04  0.95  0.1151
O  0.22  -0.79  3.18  -0.1278
O  1.88  -6.33  4.86  -0.0141
O  1.02  7.59  -4.35  0.0319
O  -3.51  -0.52  3.96  -0.0682
O  -7.04  2.04  -9.42  0.1128
O  1.18  5.86  -5.80  0.1193
O  1.43  -5.64  6.85  0.0264
O  -8.86  2.79  -10.52  0.0048
O  -3.72  -1.07  -6.17  0.0035
O  5.14  -1.38  6.35  -0.0622
O  6.24  2.45  -4.90  -0.0028
O  2.17  -7.77  6.58  0.1271
O  -1.66  -0.15  -5.99  0.1174
O  2.80  6.36  -4.31  0.0086
O  -7.01  3.87  -10.75  0.0365
O  -2.19  -2.16  -5.10  0.0358
O  5.54  0.33  -4.59  0.1249
O  4.18  2.13  -4.33  0.0138
N  1.90  0.34  5.86  -0.4852
N  -2.04  -0.66  8.23  0.0736
N  -0.97  1.20  3.78  0.1304
N  0.23  -0.52  8.69  0.0858
N  -0.50  -2.20  7.25  0.1052
C  2.78  -5.71  8.89  -0.0601
C  0.56  -0.10  5.41  -0.2638
C  2.38  -7.34  3.97  -0.0360
C  -5.60  4.03  -10.49  -0.2061
C  7.55  1.94  -5.19  -0.0382
C  1.47  -3.16  2.72  -0.2719
C  -0.29  7.88  -4.86  -0.2125
C  1.62  6.53  -4.91  -0.6129
C  -0.85  -2.25  -4.55  -0.2020
C  1.40  -5.82  8.28  -0.2063
C  0.25  0.45  3.94  -0.4623
C  -2.58  -1.51  3.51  -0.2452
C  -0.50  -1.12  2.01  -0.4619
C  -4.14  0.10  -6.89  -0.0350
C  1.37  1.33  3.41  -0.0045
C  -0.13  -0.24  0.79  -0.4540
C  -1.14  -4.01  2.29  -0.2861
C  -2.03  -1.06  2.16  -0.1190
C  3.22  0.78  -2.53  -0.0586
C  4.23  -0.30  6.47  -0.2763
C  -2.44  -1.04  -5.77  -0.6134
C  1.86  -6.69  6.15  -0.6132
C  -4.76  3.07  -11.30  -0.0643
C  -0.69  -1.41  -3.31  -0.0664
C  -0.71  -0.81  7.63  -0.6746
C  2.80  -0.75  6.20  -0.2290
C  3.09  1.27  -3.95  -0.1892
C  -7.58  2.82  -10.16  -0.6135
C  5.33  1.52  -4.60  -0.6081
C  3.55  5.23  -4.78  -0.0248
C  1.40  -0.22  0.46  -0.3032
C  -1.34  6.94  -4.31  -0.0662
C  -9.60  1.69  -9.98  -0.0370
C  -0.62  0.09  6.37  -0.1107
H  7.50  1.19  -5.98  0.0954
H  -1.16  5.92  -4.65  0.0752
H  4.50  5.27  -4.27  0.0968
H  -1.32  -3.82  3.35  0.0340
H  -2.34  -0.03  2.02  0.1194
H  -0.92  2.07  4.30  0.1060
H  1.16  -2.98  3.75  0.0339
H  -5.15  -0.12  -7.23  0.0929
H  3.68  5.28  -5.86  0.1010
H  4.48  0.52  5.79  0.1106
H  3.04  4.30  -4.52  0.0781
H  -0.84  -2.40  6.32  0.0641
H  2.29  -2.48  2.49  0.0319
H  -2.33  7.25  -4.65  0.0791
H  -0.27  7.86  -5.95  0.1217
H  -1.43  -1.69  -2.56  0.0752
H  -3.65  -0.62  4.91  0.0843
H  -3.70  3.27  -11.14  0.0816
H  -1.82  0.71  4.02  0.0496
H  -4.98  3.18  -12.37  0.0819
H  0.76  -5.01  8.63  0.1136
H  -4.96  2.04  -11.01  0.0735
H  2.09  1.28  8.01  -0.1294
H  -5.41  3.92  -9.42  0.1219
H  1.82  -4.19  2.62  0.0303
H  2.23  -6.94  2.97  0.0858
H  2.00  -0.55  1.30  0.1431
H  -9.51  1.66  -8.90  0.0950
H  0.94  -6.77  8.51  0.1236
H  7.98  1.50  -4.30  0.0974
H  3.33  1.63  -1.86  0.0842
H  4.10  0.14  -2.43  0.0842
H  -0.80  -0.35  -3.54  0.0801
H  4.34  0.06  7.49  0.1065
H  1.11  1.68  2.42  0.0735
H  8.13  2.80  -5.51  0.0925
H  3.24  -4.75  8.62  0.0801
H  -5.39  5.06  -10.77  0.1224
H  0.66  -1.18  5.27  0.1159
H  -2.50  -1.63  1.35  0.1190
H  -1.01  -2.79  7.90  0.0836
H  3.02  0.44  -4.67  0.1258
H  -1.51  -0.17  5.78  0.0814
H  -0.71  -5.01  2.21  0.0378
H  -4.15  0.96  -6.23  0.0981
H  1.49  2.22  4.04  0.0707
H  2.21  1.89  -4.07  0.1226
H  3.43  -6.52  8.54  0.0765
H  2.83  -1.42  5.33  0.1205
H  0.30  -1.57  -2.88  0.0712
H  -0.73  -3.31  -4.33  0.1227
H  -2.77  -0.70  7.52  0.0632
H  3.43  -7.52  4.15  0.0997
H  2.32  0.79  3.39  0.0926
H  -1.77  -1.63  4.24  0.0968
H  -10.63  1.86  -10.28  0.0929
H  -1.33  6.95  -3.22  0.0812
H  1.14  -0.90  8.49  0.0486
H  2.42  -1.37  7.03  0.1091
H  -9.24  0.75  -10.40  0.0975
H  -2.07  -3.99  1.74  0.0398
H  -0.14  -1.97  -5.33  0.1221
H  -2.13  0.24  8.70  0.0749
H  -0.48  8.90  -4.53  0.1210
H  1.82  -8.27  4.09  0.0968
H  4.85  -1.96  5.64  0.0792
H  -3.10  -2.46  3.42  0.1090
H  -3.48  0.29  -7.73  0.0944
H  2.34  0.23  -2.21  0.0493
H  -0.75  1.13  6.67  0.1023
H  2.71  -5.76  9.97  0.0822
H  0.30  0.48  8.87  0.0532



No. 3
Below is a cluster of 5 separate species, C34H72N5O12 in total, with properties calculated with the ωB97M-V functional and the def2-TZVPD basis.

Calculated values
Frontier orbital gap: 6.0 eV
HOMO energy: -10.09 eV
Net charge: +1

Each line ends with the Löwdin charge.
Geometry (Å):
O  3.17  0.77  -1.46  -0.0489
O  0.27  2.87  -3.09  0.1932
O  7.95  3.19  3.94  -0.1955
O  -3.27  -1.47  -7.76  -0.2050
O  5.04  4.28  0.58  -0.1737
O  -4.49  -1.65  -3.41  -0.1813
O  5.32  0.11  -1.37  0.1557
O  -2.78  1.10  0.69  -0.2477
O  -5.28  0.50  4.39  -0.1999
O  0.61  2.63  -0.89  0.1552
O  0.63  -5.34  4.00  -0.1979
O  -1.09  -2.64  0.77  -0.2206
N  -5.36  -0.29  -6.06  -0.0448
N  -3.42  2.52  3.38  -0.0460
N  -0.51  -1.93  -2.41  0.1412
N  1.40  -2.86  2.62  -0.0420
N  5.34  2.26  2.94  -0.0465
C  -0.61  -1.63  1.65  -0.2140
C  0.32  2.17  -2.12  -0.4829
C  0.95  -0.15  -2.94  -0.1066
C  -1.05  0.19  -1.60  0.0551
C  -5.40  1.89  4.65  -0.2103
C  -4.03  -2.50  -8.36  -0.1123
C  -3.69  0.12  1.18  -0.0707
C  4.96  2.87  0.48  -0.2277
C  2.22  0.29  -3.64  -0.0703
C  -2.82  3.08  2.18  -0.1978
C  -1.34  -1.15  -1.72  -0.0221
C  -4.68  -0.26  -3.61  -0.2240
C  6.61  1.56  2.80  -0.2145
C  0.09  0.69  -2.22  -0.0066
C  7.50  3.97  5.03  -0.1149
C  3.09  1.23  -2.81  -0.1502
C  -4.42  -0.19  5.28  -0.1149
C  4.48  2.20  1.76  -0.1998
C  1.36  -4.28  4.61  -0.2126
C  -3.81  -0.17  -7.94  -0.2136
C  0.96  -2.96  4.01  -0.2081
C  4.16  -0.17  -1.26  -0.5085
C  6.27  4.80  1.04  -0.0947
C  -5.70  0.08  -4.69  -0.1944
C  -1.49  -3.86  1.38  -0.0717
C  -4.22  0.42  -6.61  -0.2159
C  -3.22  2.46  0.84  -0.2040
C  -3.53  -2.27  -4.25  -0.1146
C  1.44  -6.26  3.28  -0.1136
C  0.60  -1.47  -3.01  0.0270
C  0.89  -1.70  1.91  -0.1932
C  3.67  -1.54  -0.89  0.0338
C  -4.86  2.69  3.49  -0.2088
C  7.52  1.84  3.97  -0.2197
H  -1.20  -1.63  2.57  0.1144
H  1.39  -1.67  0.94  0.0905
H  -5.02  -2.60  -7.90  0.0840
H  -4.66  -0.19  -8.63  0.1258
H  -6.64  -0.42  -4.43  0.1239
H  7.11  4.17  0.75  0.0911
H  2.80  -0.62  -3.84  0.1251
H  -3.20  1.53  3.43  0.0732
H  4.08  1.32  -3.26  0.1412
H  -3.50  -0.13  2.23  0.0753
H  -0.81  -0.67  1.16  0.0997
H  8.40  1.20  3.90  0.1227
H  7.97  4.95  4.94  0.0890
H  -3.54  -0.79  0.59  0.0810
H  1.19  -2.20  -3.55  0.1557
H  0.78  -7.05  2.93  0.0891
H  7.81  3.53  5.99  0.0885
H  1.40  -2.14  4.59  0.1279
H  -3.05  4.15  2.13  0.1261
H  4.22  2.66  -0.29  0.1022
H  -1.89  -3.68  2.39  0.0952
H  -1.74  2.99  2.28  0.1177
H  -5.89  1.15  -4.65  0.1229
H  7.15  1.84  1.88  0.1118
H  6.40  5.79  0.60  0.0885
H  4.03  -2.27  -1.62  0.0998
H  2.21  -6.70  3.92  0.0915
H  1.92  -5.79  2.41  0.0803
H  -0.73  -2.92  -2.50  0.1807
H  6.29  4.92  2.13  0.0733
H  -4.47  -1.25  5.03  0.0870
H  -5.09  3.74  3.63  0.1280
H  -1.72  0.81  -1.04  0.1132
H  5.53  3.24  3.15  0.0773
H  4.09  -1.80  0.08  0.1022
H  1.19  -0.80  2.45  0.1279
H  7.01  1.62  4.91  0.1220
H  -4.16  -2.33  -9.43  0.0911
H  -3.03  0.46  -8.39  0.1236
H  -0.66  -4.57  1.45  0.0765
H  6.42  4.09  5.03  0.0819
H  1.13  -3.70  2.14  0.0762
H  -4.48  1.47  -6.74  0.1272
H  6.41  0.48  2.75  0.1220
H  -2.22  -1.58  -1.27  0.1393
H  0.05  2.23  -0.21  0.1207
H  -4.72  0.44  1.07  0.0980
H  -4.29  2.52  0.65  0.1163
H  -3.97  -2.68  -5.16  0.0801
H  -3.71  0.22  -3.80  0.1014
H  -0.14  -2.87  4.10  0.1097
H  -2.73  -1.58  -4.51  0.0808
H  -2.72  3.03  0.05  0.1197
H  -5.05  0.13  -2.66  0.1193
H  1.99  0.73  -4.60  0.1459
H  -3.33  0.38  -5.95  0.1028
H  1.12  -4.28  5.68  0.1259
H  -4.88  2.16  5.58  0.1256
H  -5.39  2.34  2.59  0.1087
H  -2.27  -4.30  0.77  0.0900
H  2.68  2.24  -2.80  0.1232
H  -5.18  -1.28  -6.10  0.0749
H  2.44  -4.44  4.51  0.1251
H  4.28  1.14  1.54  0.1072
H  -4.72  -0.06  6.32  0.0916
H  5.91  2.46  0.13  0.1103
H  -3.38  0.15  5.17  0.0809
H  -3.11  -3.11  -3.69  0.0795
H  -6.46  2.13  4.78  0.1258
H  3.52  2.65  2.03  0.1179
H  -3.48  -3.43  -8.22  0.0873
H  2.58  -1.59  -0.81  0.0493